--- one ---
Entry from the OMol25 dataset: 7 unconnected molecules or ions with the total composition C6H25NO7 (wB97M-V/def2-TZVPD).

The geometry in ORCA input format:
```
! RIJCOSX wB97M-V def2-TZVPD def2/J DEFGRID3
* xyz 0 1
C 0.065 0.574 1.702
C -0.091 -0.592 0.821
O -0.935 -1.407 1.036
N 0.565 -0.594 -0.334
C -0.139 -1.405 -1.456
C 1.806 0.068 -0.652
C 3.005 -0.932 -0.606
C 1.764 0.878 -2.006
H 1.121 0.927 1.608
H -0.139 0.345 2.736
H -0.705 1.278 1.276
H -0.880 -2.292 -1.252
H 0.662 -1.689 -2.142
H -0.875 -0.929 -2.028
H 1.894 0.874 0.148
H 3.312 -1.206 0.526
H 2.805 -1.858 -1.068
H 3.902 -0.593 -1.155
H 2.252 1.865 -1.939
H 2.540 0.359 -2.714
H 0.819 1.011 -2.481
O -2.561 2.209 -0.028
H -2.358 1.404 -0.323
H -2.235 2.310 0.961
O 1.466 2.930 0.134
H 1.516 3.887 0.350
H 0.960 2.920 -0.631
O -3.482 -1.106 -0.370
H -4.080 -1.651 -0.854
H -3.158 -1.657 0.222
O -1.486 -2.221 3.612
H -1.226 -1.513 4.281
H -1.664 -1.844 2.746
O -1.629 3.710 -1.920
H -1.622 2.949 -2.463
H -1.925 3.229 -1.125
O 0.488 -3.788 1.802
H -0.256 -3.398 2.391
H 0.507 -3.053 1.197
*
```

SMILES string: CC(=O)N(C)C(C)C.O.O.O.O.O.O
LUMO: 0.16 eV

natural (NBO) atomic charges, in units of e: number 1, C, carries -0.69; number 2, C, carries 0.69; number 3, O, carries -0.70; number 4, N, carries -0.44; number 5, C, carries -0.45; number 6, C, carries -0.07; number 7, C, carries -0.62; number 8, C, carries -0.64; number 9, H, carries 0.24; number 10, H, carries 0.23; number 11, H, carries 0.22; number 12, H, carries 0.25; number 13, H, carries 0.20; number 14, H, carries 0.20; number 15, H, carries 0.25; number 16, H, carries 0.22; number 17, H, carries 0.21; number 18, H, carries 0.22; number 19, H, carries 0.23; number 20, H, carries 0.21; number 21, H, carries 0.22; number 22, O, carries -0.92; number 23, H, carries 0.48; number 24, H, carries 0.49; number 25, O, carries -0.95; number 26, H, carries 0.48; number 27, H, carries 0.48; number 28, O, carries -0.93; number 29, H, carries 0.47; number 30, H, carries 0.47; number 31, O, carries -0.98; number 32, H, carries 0.48; number 33, H, carries 0.50; number 34, O, carries -0.96; number 35, H, carries 0.45; number 36, H, carries 0.48; number 37, O, carries -0.96; number 38, H, carries 0.49; number 39, H, carries 0.46

--- two ---
Entry from the OMol25 dataset: 7 unconnected molecules or ions with the total composition C6H25NO7 (wB97M-V/def2-TZVPD).

The geometry in ORCA input format:
```
! RIJCOSX wB97M-V def2-TZVPD def2/J DEFGRID3
* xyz 0 1
C -1.304 1.068 2.225
C -1.160 -0.279 1.576
C -0.366 -1.242 2.075
N 0.579 -1.067 3.092
C -2.081 -0.546 0.399
C -1.478 0.275 -0.859
C -1.699 -0.586 -2.089
O -2.058 0.223 -3.222
H -2.310 1.135 2.664
H -0.528 1.499 2.852
H -1.535 1.746 1.376
H -0.381 -2.225 1.616
H 0.598 -0.131 3.442
H 0.728 -1.940 3.561
H -2.170 -1.627 0.306
H -3.077 -0.139 0.533
H -2.093 1.172 -0.835
H -0.416 0.467 -0.774
H -2.545 -1.270 -1.921
H -0.819 -1.199 -2.187
H -2.990 0.126 -3.421
O 0.722 -1.788 -0.806
H 0.168 -1.350 -0.155
H 1.625 -1.791 -0.436
O 1.817 -1.542 -3.662
H 0.879 -1.386 -3.762
H 1.825 -1.356 -2.735
O 2.552 2.189 -0.236
H 1.966 1.440 -0.386
H 2.082 2.956 -0.554
O -1.091 3.158 -2.279
H -1.586 2.742 -2.959
H -0.582 2.614 -1.702
O 3.122 -2.013 0.507
H 3.893 -1.443 0.474
H 2.771 -1.904 1.401
O 2.466 1.150 2.635
H 2.842 1.849 2.079
H 1.633 1.015 2.168
*
```

SMILES string: C/C(=C\N)CCCO.O.O.O.O.O.O
LUMO: 0.20 eV

natural (NBO) atomic charges, in units of e: number 1, C, carries -0.67; number 2, C, carries -0.11; number 3, C, carries -0.03; number 4, N, carries -0.85; number 5, C, carries -0.42; number 6, C, carries -0.44; number 7, C, carries -0.08; number 8, O, carries -0.75; number 9, H, carries 0.23; number 10, H, carries 0.21; number 11, H, carries 0.22; number 12, H, carries 0.20; number 13, H, carries 0.40; number 14, H, carries 0.40; number 15, H, carries 0.22; number 16, H, carries 0.21; number 17, H, carries 0.23; number 18, H, carries 0.19; number 19, H, carries 0.16; number 20, H, carries 0.21; number 21, H, carries 0.48; number 22, O, carries -1.00; number 23, H, carries 0.47; number 24, H, carries 0.50; number 25, O, carries -0.93; number 26, H, carries 0.46; number 27, H, carries 0.47; number 28, O, carries -0.95; number 29, H, carries 0.47; number 30, H, carries 0.48; number 31, O, carries -0.96; number 32, H, carries 0.49; number 33, H, carries 0.47; number 34, O, carries -0.95; number 35, H, carries 0.49; number 36, H, carries 0.49; number 37, O, carries -0.94; number 38, H, carries 0.49; number 39, H, carries 0.46

Which of them is least stable? Easy: one.

--- one ---
Entry from the OMol25 dataset: a gas-phase ion, C4H5O (charge +1) (wB97M-V/def2-TZVPD).

The geometry in ORCA input format:
```
! RIJCOSX wB97M-V def2-TZVPD def2/J DEFGRID3
* xyz 1 1
C 0.395 1.155 0.015
C 0.989 -0.109 -0.076
C -1.028 0.867 -0.092
C -0.098 -1.132 -0.078
O -1.298 -0.418 -0.020
H 0.744 2.094 -0.020
H 1.978 -0.325 0.131
H -1.705 1.642 0.106
H 0.066 -2.062 -0.799
H -0.043 -1.713 0.832
*
```

LUMO: -6.52 eV

natural (NBO) atomic charges, in units of e: number 1, C, carries -0.29; number 2, C, carries 0.03; number 3, C, carries 0.40; number 4, C, carries -0.19; number 5, O, carries -0.32; number 6, H, carries 0.26; number 7, H, carries 0.25; number 8, H, carries 0.24; number 9, H, carries 0.32; number 10, H, carries 0.29

--- two ---
Entry from the OMol25 dataset: a gas-phase ion, C4H5O (charge +1) (wB97M-V/def2-TZVPD).

The geometry in ORCA input format:
```
! RIJCOSX wB97M-V def2-TZVPD def2/J DEFGRID3
* xyz 1 1
C -0.578 0.622 -0.566
C 0.756 0.040 -0.566
C -1.253 0.162 0.509
C 0.589 -1.027 0.506
O -0.495 -0.844 1.118
H -0.943 1.438 -1.283
H 1.432 0.762 0.002
H -2.148 0.380 0.879
H 1.431 0.406 -1.475
H 1.208 -1.938 0.876
*
```

LUMO: -5.88 eV

natural (NBO) atomic charges, in units of e: number 1, C, carries -0.18; number 2, C, carries -0.63; number 3, C, carries 0.10; number 4, C, carries 0.45; number 5, O, carries -0.30; number 6, H, carries 0.29; number 7, H, carries 0.37; number 8, H, carries 0.24; number 9, H, carries 0.37; number 10, H, carries 0.28

Which of them is least stable? Easy: two.

--- one ---
Entry from the OMol25 dataset: a molecular structure, C12H36Br4HfO16P4 (wB97M-V/def2-TZVPD).

The geometry in ORCA input format:
```
! RIJCOSX wB97M-V def2-TZVPD def2/J DEFGRID3
* xyz 0 1
Hf 0.057 0.359 0.151
Br 1.558 1.880 2.101
Br -1.783 2.313 -0.687
Br -1.824 -1.858 0.043
Br 2.395 -1.169 -0.478
C 0.509 -0.824 5.259
O 0.474 -1.991 4.455
P 1.202 -2.026 3.029
O 0.529 -1.144 2.079
O 1.232 -3.567 2.692
C 0.057 -4.293 2.235
O 2.720 -1.706 3.412
C 3.848 -2.458 2.958
H 0.750 0.042 4.629
H 1.295 -0.864 6.015
H -0.457 -0.621 5.717
H 0.214 -4.567 1.193
H -0.794 -3.619 2.299
H 0.042 -5.209 2.819
H 3.690 -2.914 1.979
H 4.067 -3.255 3.664
H 4.650 -1.737 2.831
C -1.473 2.409 4.605
O -2.367 1.310 4.393
P -2.756 0.821 2.950
O -1.601 0.570 2.065
O -3.731 -0.458 3.192
C -3.075 -1.681 3.515
O -3.797 1.894 2.408
C -4.616 1.510 1.306
H -1.501 2.585 5.675
H -1.590 3.261 3.938
H -0.437 2.117 4.389
H -3.447 -2.512 2.910
H -3.321 -1.932 4.549
H -2.002 -1.668 3.320
H -4.495 2.163 0.444
H -5.657 1.495 1.630
H -4.409 0.515 0.906
C 0.263 -0.938 -5.847
O 0.593 -0.563 -4.519
P -0.575 -0.613 -3.415
O -0.165 -0.208 -2.071
O -1.699 0.237 -4.096
C -3.072 -0.231 -3.974
O -1.096 -2.125 -3.459
C -0.297 -3.238 -3.120
H 0.713 -1.920 -6.017
H 0.715 -0.291 -6.600
H -0.796 -0.997 -6.093
H -3.224 -0.971 -4.759
H -3.717 0.630 -4.117
H -3.294 -0.699 -3.016
H -0.802 -4.199 -3.087
H 0.243 -3.052 -2.189
H 0.480 -3.402 -3.880
C 3.877 0.948 -3.195
O 3.644 2.171 -2.481
P 2.173 2.638 -2.147
O 1.303 1.763 -1.343
O 2.372 4.052 -1.460
C 3.364 4.344 -0.451
O 1.550 2.950 -3.574
C 0.355 3.703 -3.728
H 4.292 1.220 -4.166
H 3.059 0.235 -3.101
H 4.714 0.450 -2.691
H 2.820 4.506 0.473
H 3.953 5.222 -0.708
H 4.040 3.492 -0.408
H -0.362 3.531 -2.923
H -0.135 3.410 -4.654
H 0.553 4.774 -3.771
*
```

LUMO: 0.41 eV

Löwdin atomic charges, in units of e: number 1, Hf, carries 1.07; number 2, Br, carries -0.07; number 3, Br, carries 0.04; number 4, Br, carries 0.03; number 5, Br, carries 0.00; number 6, C, carries -0.10; number 7, O, carries -0.21; number 8, P, carries 0.37; number 9, O, carries -0.48; number 10, O, carries -0.22; number 11, C, carries -0.05; number 12, O, carries -0.21; number 13, C, carries -0.09; number 14, H, carries 0.06; number 15, H, carries 0.09; number 16, H, carries 0.09; number 17, H, carries 0.09; number 18, H, carries 0.04; number 19, H, carries 0.09; number 20, H, carries 0.06; number 21, H, carries 0.09; number 22, H, carries 0.09; number 23, C, carries -0.08; number 24, O, carries -0.20; number 25, P, carries 0.41; number 26, O, carries -0.45; number 27, O, carries -0.20; number 28, C, carries -0.12; number 29, O, carries -0.20; number 30, C, carries -0.14; number 31, H, carries 0.09; number 32, H, carries 0.10; number 33, H, carries 0.03; number 34, H, carries 0.08; number 35, H, carries 0.09; number 36, H, carries 0.05; number 37, H, carries 0.04; number 38, H, carries 0.09; number 39, H, carries 0.08; number 40, C, carries -0.10; number 41, O, carries -0.20; number 42, P, carries 0.40; number 43, O, carries -0.49; number 44, O, carries -0.20; number 45, C, carries -0.05; number 46, O, carries -0.24; number 47, C, carries -0.11; number 48, H, carries 0.09; number 49, H, carries 0.09; number 50, H, carries 0.09; number 51, H, carries 0.09; number 52, H, carries 0.09; number 53, H, carries 0.08; number 54, H, carries 0.09; number 55, H, carries 0.05; number 56, H, carries 0.09; number 57, C, carries -0.09; number 58, O, carries -0.20; number 59, P, carries 0.40; number 60, O, carries -0.46; number 61, O, carries -0.20; number 62, C, carries -0.07; number 63, O, carries -0.19; number 64, C, carries -0.09; number 65, H, carries 0.09; number 66, H, carries 0.05; number 67, H, carries 0.09; number 68, H, carries 0.07; number 69, H, carries 0.09; number 70, H, carries 0.08; number 71, H, carries 0.03; number 72, H, carries 0.09; number 73, H, carries 0.09

--- two ---
Entry from the OMol25 dataset: a molecular structure, C12H36Br4HfO16P4 (wB97M-V/def2-TZVPD).

The geometry in ORCA input format:
```
! RIJCOSX wB97M-V def2-TZVPD def2/J DEFGRID3
* xyz 0 1
Hf 0.004 -0.053 0.105
Br 2.484 -1.293 0.712
Br -0.149 -0.999 -2.626
Br 0.354 2.140 1.967
Br -2.886 -0.092 0.519
C 3.125 3.862 -3.346
O 2.497 2.634 -2.974
P 2.715 1.877 -1.607
O 1.514 1.261 -1.051
O 3.862 0.811 -1.926
C 5.171 1.215 -2.308
O 3.405 2.963 -0.668
C 3.912 2.531 0.592
H 3.614 3.662 -4.299
H 3.825 4.248 -2.610
H 2.381 4.638 -3.531
H 5.431 2.199 -1.915
H 5.229 1.226 -3.397
H 5.882 0.495 -1.910
H 4.938 2.882 0.732
H 3.907 1.441 0.656
H 3.387 2.905 1.471
C -1.410 -6.022 1.309
O -0.756 -4.752 1.252
P -0.923 -3.821 -0.023
O -0.434 -2.458 0.209
O -0.136 -4.628 -1.159
C 1.146 -4.202 -1.645
O -2.442 -3.940 -0.461
C -2.789 -3.588 -1.803
H -0.646 -6.776 1.504
H -1.934 -6.271 0.391
H -2.056 -6.066 2.185
H 1.073 -3.967 -2.713
H 1.766 -5.097 -1.627
H 1.518 -3.292 -1.182
H -3.345 -4.413 -2.250
H -1.939 -3.399 -2.457
H -3.419 -2.701 -1.804
C -2.558 -2.852 3.509
O -1.193 -2.676 3.860
P -0.449 -1.300 3.616
O -0.413 -0.838 2.218
O -1.200 -0.290 4.574
C -1.503 -0.649 5.920
O 0.955 -1.582 4.285
C 1.941 -0.538 4.377
H -3.054 -3.343 4.350
H -2.675 -3.519 2.658
H -3.077 -1.915 3.305
H -0.917 -1.514 6.237
H -2.575 -0.792 6.017
H -1.165 0.136 6.600
H 2.425 -0.592 5.352
H 1.526 0.467 4.282
H 2.649 -0.748 3.576
C -2.468 3.993 0.408
O -1.750 4.213 -0.824
P -1.518 2.961 -1.764
O -0.962 1.801 -1.054
O -2.978 2.672 -2.388
C -3.687 3.704 -3.030
O -0.670 3.547 -2.972
C -0.695 2.817 -4.204
H -2.580 2.935 0.653
H -3.462 4.424 0.289
H -1.897 4.455 1.207
H -4.579 4.059 -2.509
H -4.052 3.310 -3.983
H -3.102 4.597 -3.266
H -0.746 1.737 -4.043
H 0.161 3.112 -4.801
H -1.607 3.046 -4.766
*
```

LUMO: -0.34 eV

Löwdin atomic charges, in units of e: number 1, Hf, carries 1.10; number 2, Br, carries 0.04; number 3, Br, carries 0.00; number 4, Br, carries 0.00; number 5, Br, carries -0.06; number 6, C, carries -0.08; number 7, O, carries -0.19; number 8, P, carries 0.40; number 9, O, carries -0.46; number 10, O, carries -0.22; number 11, C, carries -0.08; number 12, O, carries -0.22; number 13, C, carries -0.11; number 14, H, carries 0.09; number 15, H, carries 0.09; number 16, H, carries 0.09; number 17, H, carries 0.09; number 18, H, carries 0.09; number 19, H, carries 0.10; number 20, H, carries 0.09; number 21, H, carries 0.05; number 22, H, carries 0.06; number 23, C, carries -0.08; number 24, O, carries -0.20; number 25, P, carries 0.39; number 26, O, carries -0.45; number 27, O, carries -0.22; number 28, C, carries -0.11; number 29, O, carries -0.21; number 30, C, carries -0.10; number 31, H, carries 0.09; number 32, H, carries 0.09; number 33, H, carries 0.09; number 34, H, carries 0.07; number 35, H, carries 0.09; number 36, H, carries 0.01; number 37, H, carries 0.09; number 38, H, carries 0.04; number 39, H, carries 0.08; number 40, C, carries -0.08; number 41, O, carries -0.20; number 42, P, carries 0.38; number 43, O, carries -0.52; number 44, O, carries -0.21; number 45, C, carries -0.08; number 46, O, carries -0.20; number 47, C, carries -0.09; number 48, H, carries 0.09; number 49, H, carries 0.07; number 50, H, carries 0.08; number 51, H, carries 0.09; number 52, H, carries 0.09; number 53, H, carries 0.09; number 54, H, carries 0.09; number 55, H, carries 0.05; number 56, H, carries 0.04; number 57, C, carries -0.09; number 58, O, carries -0.21; number 59, P, carries 0.42; number 60, O, carries -0.47; number 61, O, carries -0.20; number 62, C, carries -0.12; number 63, O, carries -0.20; number 64, C, carries -0.08; number 65, H, carries 0.03; number 66, H, carries 0.09; number 67, H, carries 0.08; number 68, H, carries 0.09; number 69, H, carries 0.09; number 70, H, carries 0.09; number 71, H, carries 0.06; number 72, H, carries 0.09; number 73, H, carries 0.08

Which of them is least stable? Easy: one.